Record 1
ORCA calculation (ωB97M-V/def2-TZVPD) on a single C2H2N4O2 molecule at a distorted geometry.

```
10
Properties=species:S:1:pos:R:3:forces:R:3
C 1.7107 1.3747 -0.0235 0.55 1.32 1.62
C -0.1074 -0.0514 -0.2852 3.44 3.63 -1.11
H 2.6526 1.5096 -0.6002 -0.32 -0.21 0.24
H -2.7177 -1.3931 -0.0712 -0.11 0.56 -0.10
N 0.7075 0.8177 -0.7837 -1.21 -1.38 0.52
N -0.0516 -0.7195 0.9244 3.38 2.05 0.28
N -0.9523 -1.4823 0.9369 -5.12 -3.96 0.93
N -1.7202 -1.4529 -0.2334 2.01 -0.86 1.04
O 1.6032 1.8420 1.1094 0.00 -0.94 -1.75
O -1.1248 -0.4447 -0.9736 -2.62 -0.20 -1.67
```
Positions in Å, forces in eV/Å.

Output
* HOMO: -10.044 eV
* energy above the lowest of the compared OMol25 structures with the same formula, charge and spin: 114.8 kcal per mole
* total charge: 0
* total energy: -12157.7711 eV


Record 2
ORCA calculation (ωB97M-V/def2-TZVPD) on a molecular structure, C17H29AsCrS4.

```
52
Properties=species:S:1:pos:R:3:forces:R:3
Cr 0.3090 -0.6245 -0.0159 -0.27 0.24 -0.23
C 1.9068 -1.2845 -1.5700 -0.01 -0.02 0.02
C 0.7475 -1.0450 -2.3795 0.13 0.02 0.08
C -0.2338 -2.0030 -1.9813 0.04 -0.03 0.03
C 0.3567 -2.7783 -0.9306 0.03 0.02 0.06
C 1.6846 -2.3650 -0.6983 0.04 -0.08 -0.02
C 2.6571 -2.9332 0.3187 0.04 -0.07 -0.01
C 3.3883 -4.1315 -0.3085 -0.03 0.02 -0.01
C 3.6874 -1.8772 0.7307 -0.04 0.01 0.00
C 1.9142 -3.3963 1.5764 0.00 0.04 -0.01
C -1.6659 -2.2877 -2.4500 -0.07 0.00 -0.04
C -1.7448 -2.4341 -3.9769 -0.01 0.04 0.03
C -2.6746 -1.2320 -1.9690 0.00 -0.04 0.01
C -2.1535 -3.6251 -1.8696 0.01 0.02 0.01
C 0.7980 0.0428 -3.4577 -0.01 0.06 -0.09
C 1.9412 1.0321 -3.1681 -0.02 -0.03 0.02
C 1.1004 -0.5934 -4.8254 -0.01 -0.03 -0.01
C -0.4689 0.9006 -3.5457 -0.01 -0.04 0.02
H 2.8084 -0.6967 -1.5992 0.01 -0.02 0.00
H -0.1428 -3.5612 -0.3852 0.00 -0.03 -0.02
H 3.9251 -3.8225 -1.2090 0.00 0.00 0.00
H 2.6749 -4.9099 -0.5912 0.00 0.00 0.00
H 4.1085 -4.5601 0.3960 0.00 0.00 0.01
H 4.2726 -1.5398 -0.1284 0.01 0.01 0.00
H 4.3799 -2.2998 1.4646 0.00 -0.01 0.00
H 3.1986 -1.0119 1.1858 0.01 0.00 0.00
H 1.1576 -4.1474 1.3381 -0.01 0.00 0.00
H 1.4255 -2.5528 2.0719 -0.01 -0.02 0.02
H 2.6198 -3.8429 2.2838 0.01 0.00 0.01
H -1.5355 -1.4999 -4.4928 -0.03 -0.05 0.02
H -2.7514 -2.7516 -4.2669 -0.01 -0.01 0.00
H -1.0314 -3.1842 -4.3283 0.01 0.00 0.00
H -2.4445 -0.2351 -2.3292 0.03 0.05 -0.01
H -2.6813 -1.1789 -0.8791 0.00 0.00 0.00
H -3.6809 -1.4967 -2.3148 0.00 0.00 0.00
H -1.4890 -4.4470 -2.1444 0.01 -0.02 0.01
H -3.1522 -3.8411 -2.2596 0.00 0.00 -0.01
H -2.2272 -3.5784 -0.7827 0.01 -0.01 0.01
H 2.9186 0.5535 -3.2400 0.02 -0.01 0.01
H 1.8355 1.4728 -2.1757 0.01 0.00 0.01
H 1.9156 1.8368 -3.9086 -0.02 -0.01 -0.01
H 2.0430 -1.1435 -4.7756 0.01 0.00 -0.01
H 1.1943 0.1837 -5.5918 0.00 0.00 -0.01
H 0.3247 -1.2920 -5.1377 0.06 0.04 0.00
H -0.6932 1.3326 -2.5682 -0.03 0.00 0.01
H -1.3331 0.3389 -3.8918 -0.01 0.02 0.02
H -0.3094 1.7203 -4.2532 0.02 -0.01 -0.01
S -1.3120 2.7632 3.0990 -0.04 0.04 0.04
As -0.1615 1.1402 2.3819 0.16 -0.08 -0.01
S 0.8661 1.6193 0.4496 -0.03 0.01 0.02
S -1.4257 -0.5199 1.5946 0.01 -0.09 -0.01
S 1.2992 0.2807 3.6783 0.00 0.03 0.06
```
Positions in Å, forces in eV/Å.

Output
* HOMO (spin up / spin down): -0.753 / -0.891 eV
* total charge: -2
* total energy: -150705.4104 eV
* 2S+1: 5


Record 3
ORCA calculation (ωB97M-V/def2-TZVPD) on 2 unconnected molecules or ions with the total composition C22H37Cl2N3O3S.

```
68
Properties=species:S:1:pos:R:3:forces:R:3
C 6.4988 -1.0059 0.5084 -0.31 -0.03 -0.03
O 5.2623 -0.5568 -0.0012 0.23 -0.06 -0.20
C 5.1600 0.8565 -0.1312 -0.35 -0.12 -0.11
C 4.4740 1.1973 -1.4524 -0.49 0.16 0.42
C 2.9532 1.2820 -1.2872 0.21 0.16 -0.55
C 2.2338 1.3618 -2.6325 0.00 -0.61 0.11
C 0.7112 1.2792 -2.4967 0.06 0.35 -0.06
C 0.0427 2.6375 -2.2369 0.22 0.00 0.48
C -1.0834 2.5780 -1.1964 0.09 0.04 -0.97
C -2.2042 1.6844 -1.7052 -0.20 -0.45 0.25
C -3.4546 1.5477 -0.8153 0.28 -0.03 -0.15
C -3.5093 0.2854 0.0820 -0.17 -0.11 0.25
C -4.5076 0.5930 1.1303 -0.25 -0.04 0.23
N -5.2559 0.8752 1.9564 0.19 -0.10 -0.13
C -2.1737 0.0187 0.8240 0.12 0.54 0.06
C -2.0358 0.7338 2.1541 0.16 -0.42 0.32
O -1.9544 0.1562 3.1870 -0.02 0.13 -0.01
Cl -1.8860 2.5037 2.1499 -0.07 0.03 -0.11
C -4.0983 -0.9979 -0.6931 -0.16 0.32 -0.04
S -3.5520 -1.1911 -2.4360 0.41 -0.33 -0.05
C -5.5487 -0.7856 -0.8238 -0.24 0.23 -0.02
N -6.6793 -0.6193 -0.9474 0.15 -0.06 -0.02
C -3.9410 -2.3329 0.0902 0.35 -0.01 0.00
C -2.8777 -3.3772 -0.2964 -0.39 -0.28 0.04
C -3.2516 -4.3004 -1.4535 0.48 0.14 0.10
Cl -1.2343 -2.7167 -0.5548 0.18 -0.01 -0.08
H 6.5518 -0.8567 1.5901 0.16 0.04 0.09
H 6.5742 -2.0693 0.2935 -0.05 -0.08 0.05
H 7.3385 -0.5049 0.0220 0.08 0.09 0.02
H 6.1422 1.3247 -0.0552 0.14 -0.05 -0.02
H 4.5307 1.2222 0.6851 0.12 0.17 0.18
H 4.6926 0.4073 -2.1684 0.27 0.04 -0.15
H 4.8377 2.1556 -1.8240 0.18 -0.02 -0.17
H 2.6160 0.4007 -0.7426 -0.13 0.13 0.06
H 2.7022 2.1789 -0.7157 -0.04 -0.11 0.33
H 2.5634 0.5013 -3.2210 0.08 0.03 -0.13
H 2.5351 2.2567 -3.1791 -0.01 0.11 -0.09
H 0.2976 0.8258 -3.3967 -0.13 -0.10 0.00
H 0.4945 0.6147 -1.6568 -0.05 -0.16 0.00
H -0.3297 3.0799 -3.1612 -0.01 0.01 -0.12
H 0.8042 3.3181 -1.8479 0.02 0.10 -0.05
H -1.4680 3.5905 -1.0691 -0.01 0.05 0.42
H -0.6417 2.2026 -0.2757 -0.15 0.16 0.19
H -1.8043 0.6873 -1.8807 0.09 -0.02 -0.12
H -2.5311 2.0362 -2.6849 0.06 0.13 -0.08
H -3.5422 2.4143 -0.1642 -0.03 0.10 0.01
H -4.3526 1.5317 -1.4313 -0.15 0.10 0.02
H -2.0409 -1.0109 1.1162 -0.10 -0.19 -0.14
H -1.3190 0.3062 0.2155 0.01 -0.11 -0.13
H -4.1763 -0.1218 -2.9352 -0.15 0.10 0.10
H -4.8902 -2.8613 0.0398 -0.06 -0.06 -0.05
H -3.8122 -2.0785 1.1411 -0.01 0.09 0.07
H -2.7737 -4.0184 0.5763 0.00 0.10 0.14
H -4.3041 -4.5610 -1.3872 -0.10 -0.07 -0.10
H -3.0235 -3.8585 -2.4174 -0.21 0.08 -0.09
H -2.6434 -5.1990 -1.3700 -0.08 -0.12 -0.03
C 2.5929 -1.5692 2.6159 0.01 0.02 -0.09
C 1.7850 -0.3183 2.3694 -0.12 -0.02 0.08
O 1.5167 0.0675 1.2395 -0.18 -0.05 -0.03
N 1.3437 0.3757 3.4458 0.12 0.02 0.00
C 1.5164 0.0861 4.8558 -0.14 0.15 -0.14
H 2.8591 -1.9945 1.6533 0.02 0.05 -0.03
H 3.5061 -1.3385 3.1657 -0.01 -0.04 0.05
H 2.0126 -2.2993 3.1811 0.03 0.01 0.06
H 0.8113 1.1937 3.1926 -0.05 0.03 0.07
H 0.5437 -0.0497 5.3311 0.02 -0.06 0.03
H 2.0299 0.9117 5.3511 0.04 -0.05 0.04
H 2.1007 -0.8179 4.9906 0.02 -0.02 -0.01
```
Positions in Å, forces in eV/Å.

Output
* HOMO: -9.562 eV
* total charge: 0
* total energy: -69906.3984 eV


Record 4
ORCA calculation (ωB97M-V/def2-TZVPD) on 3 unconnected molecules or ions with the total composition C40H59N2O11PS4 at a distorted geometry.

```
117
Properties=species:S:1:pos:R:3:forces:R:3
C -1.6344 1.5673 3.9987 0.51 -0.57 -0.62
C -1.4704 0.0238 3.8078 -0.83 1.26 0.21
P -2.9447 -0.8667 3.1126 0.03 -2.29 0.77
C -4.4612 -0.1637 3.9382 0.47 0.25 -0.53
N -3.1069 -0.5022 1.3607 -0.14 2.20 0.57
C -4.4499 -0.2857 0.9643 0.23 -0.88 0.05
C -5.2250 -1.4148 0.7685 0.80 -0.76 0.21
O -4.6310 -2.6673 0.9790 -0.89 0.10 0.20
N -4.4881 -3.4072 -0.2433 1.08 0.07 -0.38
O -3.9579 -2.7846 -1.0734 -0.56 -0.25 0.01
C -6.5461 -1.3737 0.4183 -0.26 -0.23 -0.08
C -7.1283 -0.1350 0.2271 -0.67 -0.94 -0.09
C -6.3868 0.9964 0.4218 -0.70 1.21 -0.24
C -5.0629 0.9351 0.7896 0.96 0.48 0.16
S -4.1166 2.4024 1.0872 -0.03 -0.15 0.02
C -2.4553 1.8255 0.7184 -1.64 0.28 0.23
C -1.5226 2.7379 0.2518 0.07 0.31 -0.09
C -1.9384 4.1835 0.0626 -0.25 0.09 0.36
C -2.3021 4.9350 1.3771 -1.38 0.44 -0.61
C -3.5982 5.7622 1.1021 0.81 -0.77 -0.07
S -4.0690 6.8494 2.4706 -0.13 0.19 -0.05
C -0.2562 2.2537 -0.0371 0.57 1.06 -0.49
C 0.8017 3.2172 -0.5720 0.14 -0.48 0.14
C 1.7815 3.6863 0.5473 0.14 -0.35 -0.59
C 3.2533 3.7162 0.1040 -0.12 0.87 -0.27
C 3.5255 4.7052 -1.0652 0.43 -0.70 0.13
C 3.3736 4.0474 -2.4684 -0.11 0.75 0.41
C 4.5467 4.3413 -3.4248 0.22 -0.49 -0.15
O 4.1192 4.9783 -4.6532 -0.73 -0.39 0.20
C 3.3974 4.1213 -5.4447 -0.26 -0.69 -0.97
C 1.9626 4.5407 -5.7285 0.18 0.21 -0.11
O 3.8549 3.1097 -5.9248 0.01 0.71 0.76
C 0.0713 0.9046 0.1244 0.34 0.65 -0.07
C 1.4769 0.4428 -0.2292 -0.13 -0.72 0.60
C 2.2103 -0.3118 0.9105 -0.27 0.41 -0.75
O 2.5345 -1.6039 0.3663 0.52 0.03 0.77
C 3.0706 -2.4554 1.2627 0.30 -1.38 0.99
C 3.8683 -3.5756 0.6223 -0.29 0.99 -0.94
O 2.9283 -2.3949 2.4664 -0.10 0.73 -0.83
C -0.9119 0.0335 0.5734 0.33 -1.31 0.18
C -0.6313 -1.4602 0.7145 0.30 -0.08 -0.83
C -0.2458 -2.1087 -0.6343 0.22 -0.18 0.81
O 0.0781 -3.2697 -0.7250 -0.31 0.74 -0.22
C -2.1869 0.4900 0.8930 0.62 -0.60 -0.33
H -1.0163 2.0693 3.2445 -0.10 0.17 0.27
H -1.3136 1.8551 5.0030 -0.06 0.16 -0.20
H -2.6681 1.8790 3.8252 0.12 0.04 0.20
H -1.3313 -0.4112 4.8059 -0.27 -0.33 -0.29
H -0.5678 -0.2425 3.2521 -0.21 0.03 -0.05
H -4.2852 -0.1893 5.0188 0.06 0.16 -0.16
H -5.2748 -0.8656 3.7340 0.10 0.13 -0.04
H -4.7336 0.8341 3.5776 -0.03 -0.06 0.35
H -7.0806 -2.3111 0.3073 -0.06 0.18 -0.03
H -8.1710 -0.1186 -0.0706 0.09 0.34 0.07
H -6.8794 1.9568 0.2931 0.24 0.00 -0.01
H -2.8352 4.1699 -0.5762 0.14 0.01 0.12
H -1.2054 4.7912 -0.4671 -0.02 -0.28 0.03
H -2.5700 4.2432 2.1834 0.56 0.12 0.06
H -1.5515 5.6690 1.6773 0.23 -0.50 0.19
H -4.3867 5.0604 0.8203 -0.12 0.29 0.19
H -3.3984 6.3661 0.2092 -0.23 0.34 0.36
H -4.3805 5.9398 3.4200 0.14 -0.05 -0.41
H 1.3335 2.6688 -1.3536 0.04 0.33 0.08
H 0.3556 4.0754 -1.0746 0.05 -0.15 0.08
H 1.4908 4.6976 0.8557 0.01 -0.22 0.23
H 1.6729 2.9962 1.3927 0.02 0.28 0.03
H 3.8803 4.0546 0.9382 -0.18 -0.31 0.04
H 3.5950 2.7238 -0.2141 0.00 0.08 0.24
H 4.5678 5.0339 -0.9655 -0.17 0.03 0.00
H 2.9065 5.6015 -0.9396 0.04 -0.13 -0.18
H 3.2561 2.9688 -2.3272 0.07 0.12 -0.23
H 2.4511 4.4309 -2.9152 0.11 -0.21 -0.07
H 5.0476 3.4035 -3.6923 0.01 0.19 0.03
H 5.2931 5.0055 -2.9863 -0.22 0.05 -0.07
H 1.4072 4.6626 -4.7946 0.14 0.18 -0.11
H 1.9461 5.4816 -6.2903 0.05 -0.01 0.31
H 1.4527 3.7932 -6.3376 0.29 -0.05 0.10
H 2.1413 1.2442 -0.5355 -0.34 -0.03 -0.06
H 1.3944 -0.2373 -1.0840 0.32 0.08 0.10
H 3.1480 0.1994 1.1560 -0.13 -0.14 0.06
H 1.6110 -0.3884 1.8185 0.13 -0.09 -0.07
H 4.2974 -4.2362 1.3691 -0.16 0.06 -0.04
H 3.1994 -4.0861 -0.0814 0.18 -0.16 0.20
H 4.6496 -3.0927 0.0077 -0.12 -0.33 0.27
H 0.1703 -1.6706 1.4287 -0.11 -0.10 -0.12
H -1.5046 -2.0214 1.0602 0.06 0.23 -0.01
H -0.2780 -1.4085 -1.5036 -0.10 -0.45 -0.01
C -2.8279 -7.7098 2.8540 -0.04 0.07 -0.07
C -2.4093 -6.6861 1.7908 0.05 -0.05 0.04
C -2.7994 -5.2981 2.3119 0.04 -0.13 -0.44
S -2.7606 -5.4039 4.1037 0.22 0.00 -0.23
O -4.1002 -5.2269 4.6049 0.05 0.09 0.15
O -1.6525 -4.6332 4.6042 -0.16 0.09 0.23
C -2.3483 -7.1441 4.1867 -0.03 -0.37 -0.11
H -2.3999 -8.6930 2.6603 -0.01 0.00 0.01
H -3.9159 -7.8106 2.8614 0.01 -0.02 0.04
H -1.3278 -6.7342 1.6454 -0.01 0.01 0.01
H -2.8775 -6.8891 0.8281 0.01 0.03 0.01
H -2.1007 -4.5302 1.9865 -0.07 0.11 0.15
H -3.8114 -5.0279 2.0168 -0.02 0.05 0.14
H -2.8346 -7.5951 5.0488 0.00 0.15 0.07
H -1.2654 -7.2231 4.2820 -0.01 0.08 0.03
C 6.3079 -2.4783 -5.2267 -0.02 -0.09 0.07
C 5.0855 -3.3716 -4.9798 0.02 0.06 -0.06
C 4.7578 -3.2984 -3.4832 -0.13 -0.33 -0.26
S 5.3333 -1.6916 -2.9235 -0.10 -0.02 -0.38
O 6.4118 -1.8907 -1.9876 -0.13 0.11 0.19
O 4.1988 -0.8598 -2.6101 0.09 0.10 0.31
C 6.0251 -1.1734 -4.4892 0.17 -0.05 -0.33
H 6.4764 -2.3072 -6.2891 0.01 0.01 0.02
H 7.2015 -2.9535 -4.8152 0.01 0.04 -0.01
H 4.2394 -2.9982 -5.5606 0.01 0.01 0.02
H 5.2672 -4.3996 -5.2912 -0.02 0.01 0.02
H 3.6892 -3.3786 -3.2967 0.03 0.08 0.17
H 5.2918 -4.0601 -2.9175 0.04 0.10 0.08
H 6.9149 -0.5724 -4.3158 -0.07 0.04 0.15
H 5.2682 -0.5834 -5.0061 -0.02 0.03 0.07
```
Positions in Å, forces in eV/Å.

Output
* HOMO: -7.707 eV
* total charge: 0
* total energy: -120565.7876 eV


Record 5
ORCA calculation (ωB97M-V/def2-TZVPD) on a gas-phase ion, C2H7N4O (charge +1) at a distorted geometry.

```
14
Properties=species:S:1:pos:R:3:forces:R:3
C -0.9672 0.2099 0.0895 -0.42 -0.20 -1.01
C 0.1431 -0.8253 -0.0428 1.14 0.93 -1.54
N -0.6803 1.4593 -0.0877 -1.19 1.54 -0.12
N 1.4055 -0.1140 0.4052 -1.56 -1.12 0.86
N 2.5599 -0.3914 -0.0171 -1.77 -0.10 -1.22
N -2.2253 -0.2026 0.2534 -0.53 0.57 0.14
O 0.5653 1.8257 0.0493 1.36 0.25 -0.83
H -0.0994 -1.6124 0.6639 0.52 -0.21 0.23
H 0.1820 -1.2847 -1.1275 -0.04 1.00 1.92
H -1.3902 2.2990 -0.2862 1.58 -2.59 0.77
H 2.7848 -0.9619 -0.8820 -0.19 1.01 1.04
H 3.1829 0.2409 0.4544 1.29 -0.31 -0.15
H -2.5232 -1.1475 0.1934 -0.04 -0.56 -0.13
H -2.9379 0.5050 0.3343 -0.16 -0.21 0.06
```
Positions in Å, forces in eV/Å.

Output
* HOMO (spin up / spin down): -12.312 / -12.313 eV
* energy above the lowest of the compared OMol25 structures with the same formula, charge and spin: 124.8 kcal per mole
* total charge: +1
* total energy: -10183.8808 eV